Entry 1:
A molecular structure, C17H39O2P3Sc, computed with ωB97M-V with the def2-TZVPD basis set.

Each line ends with the Löwdin charge.
CARTESIAN COORDINATES (ANGSTROEM)
Sc: -0.14 0.03 1.71  0.638
P: 1.91 0.86 3.05  0.728
P: -1.13 2.01 0.31  0.750
P: 1.63 -0.55 -0.13  0.743
H: -1.93 -2.09 1.70  0.096
C: -0.85 -2.24 1.50  -0.117
C: 0.09 -2.23 2.54  -0.110
H: -0.21 -2.11 3.60  0.097
C: 1.51 1.20 4.80  -0.239
C: 2.66 2.46 2.59  -0.229
C: 3.42 -0.15 3.28  -0.224
C: -2.50 1.53 -0.78  -0.231
C: -1.99 3.24 1.35  -0.244
C: -0.08 3.07 -0.75  -0.225
C: 2.53 -2.14 0.03  -0.220
C: 2.97 0.57 -0.67  -0.226
C: 0.74 -0.82 -1.71  -0.265
H: -0.68 -2.74 0.53  0.088
H: 1.11 -2.64 2.46  0.083
H: 1.12 0.30 5.28  0.060
H: 0.76 2.00 4.88  0.057
H: 2.43 1.51 5.30  0.076
H: 1.90 3.26 2.63  0.057
H: 3.08 2.44 1.58  0.041
H: 3.46 2.69 3.32  0.081
H: 3.16 -1.09 3.78  0.065
H: 4.10 0.43 3.92  0.079
H: 3.90 -0.39 2.32  0.039
H: -2.91 2.41 -1.31  0.092
H: -3.30 1.03 -0.22  0.074
H: -2.09 0.80 -1.49  0.006
H: -2.23 4.11 0.73  0.078
H: -1.35 3.56 2.18  0.053
H: -2.92 2.80 1.74  0.063
H: -0.67 3.95 -1.06  0.078
H: 0.26 2.52 -1.64  0.052
H: 0.79 3.40 -0.17  0.052
H: 2.96 -2.38 -0.95  0.079
H: 1.83 -2.93 0.34  0.047
H: 3.32 -2.06 0.78  0.055
H: 3.43 0.15 -1.58  0.081
H: 3.75 0.67 0.11  0.049
H: 2.57 1.56 -0.89  0.043
H: 1.45 -1.25 -2.43  0.076
H: 0.34 0.12 -2.12  0.041
H: -0.10 -1.51 -1.57  0.041
C: -2.15 -1.13 -4.08  -0.274
C: -3.32 -1.15 -4.85  0.008
C: -3.70 -2.34 -5.46  -0.027
C: -2.91 -3.49 -5.30  -0.033
C: -1.70 -3.44 -4.61  -0.042
C: -1.26 -2.22 -4.08  -0.010
O: -1.81 -0.10 -3.24  -0.005
H: -2.53 0.57 -3.22  0.112
H: -3.92 -0.24 -4.97  0.130
H: -4.60 -2.40 -6.07  0.128
H: -3.22 -4.46 -5.74  0.133
H: -1.05 -4.32 -4.47  0.129
H: -0.28 -2.09 -3.64  0.086
O: -1.74 0.42 3.26  -0.084
H: -2.12 -0.22 3.89  0.132
H: -1.80 1.29 3.70  0.112

**LUMO level (alpha / beta)**: -11.00 / -12.47 eV
**HOMO energy (alpha / beta)**: -16.072 / -14.584 eV
**Multiplicity**: 1
**Net charge**: +3
**Energy above the lowest of the compared OMol25 structures with the same formula, charge and spin**: 21.7 kcal per mole



Entry 2:
A molecular structure, C6H12O4, computed with ωB97M-V with the def2-TZVPD basis set.

Each line ends with the Löwdin charge.
CARTESIAN COORDINATES (ANGSTROEM)
C: -1.25 -0.63 0.86  -0.348
C: -1.65 -1.65 -0.19  -0.019
C: 0.19 -0.11 0.68  -0.559
O: 0.44 1.02 1.47  0.059
O: -1.32 -1.16 2.18  -0.012
O: 1.07 -1.07 0.76  -0.025
H: 0.14 0.81 2.36  0.117
H: -0.65 -1.86 2.23  0.104
H: -1.94 0.22 0.86  0.144
H: -2.64 -2.04 0.03  0.086
H: -1.65 -1.21 -1.19  0.081
H: -0.92 -2.47 -0.19  0.090
C: -0.52 1.65 -1.09  -0.042
C: 1.96 0.86 -1.24  -0.015
C: 2.83 0.13 -0.65  0.009
O: 0.33 0.53 -0.80  -0.189
H: 1.80 1.67 -1.93  0.089
H: -0.31 1.98 -2.11  0.095
H: -0.35 2.46 -0.38  0.105
H: -1.55 1.32 -1.06  0.094
H: 2.09 -0.68 0.21  0.078
H: 3.89 0.25 -0.80  0.058

**LUMO level**: 0.75 eV
**HOMO energy**: -8.759 eV
**Multiplicity**: 1
**Energy above the lowest of the compared OMol25 structures with the same formula, charge and spin**: 112.5 kcal per mole



Entry 3:
A molecular structure, C16H23F6N5O6S2V, computed with ωB97M-V with the def2-TZVPD basis set.

Each line ends with the Löwdin charge.
CARTESIAN COORDINATES (ANGSTROEM)
V: -0.51 0.05 -0.23  1.171
N: -2.40 0.29 0.70  0.017
C: -3.66 -0.51 0.52  -0.143
C: -3.80 -1.57 1.61  -0.151
C: -2.90 -2.78 1.49  -0.154
C: -1.41 -2.49 1.38  -0.161
N: -1.04 -1.95 0.00  0.004
H: -2.22 0.38 1.70  0.106
H: -2.58 1.25 0.38  0.106
H: -3.68 -0.93 -0.49  0.122
H: -4.48 0.20 0.57  0.153
H: -4.84 -1.90 1.59  0.143
H: -3.67 -1.09 2.59  0.135
H: -3.19 -3.40 0.63  0.139
H: -3.04 -3.41 2.37  0.143
H: -0.84 -3.40 1.53  0.138
H: -1.08 -1.77 2.14  0.123
H: -1.85 -2.10 -0.61  0.116
H: -0.29 -2.52 -0.40  0.126
F: -0.66 4.33 -2.50  0.217
C: 0.17 4.42 -1.49  -0.682
F: 1.39 4.07 -1.83  0.210
F: 0.12 5.58 -0.91  0.247
S: -0.44 3.14 -0.23  0.796
O: -0.22 1.80 -0.98  -0.385
O: -1.81 3.30 0.13  -0.194
N: 0.64 3.22 0.89  -0.237
S: 0.67 2.11 2.00  0.795
O: 1.94 1.78 2.50  -0.153
O: -0.12 0.92 1.41  -0.431
C: -0.46 2.67 3.43  -0.657
F: -0.47 3.97 3.43  0.233
F: 0.03 2.17 4.52  0.236
F: -1.68 2.19 3.18  0.168
C: 5.57 -1.27 1.05  0.010
C: 4.13 -1.03 0.75  -0.183
C: 3.72 0.03 -0.07  0.050
C: 2.39 0.20 -0.36  -0.108
N: 1.43 -0.61 0.13  -0.041
C: 1.80 -1.63 0.93  -0.061
C: 3.12 -1.86 1.24  0.054
H: 6.14 -0.35 1.03  0.105
H: 5.98 -1.94 0.29  0.122
H: 5.69 -1.75 2.02  0.105
H: 4.44 0.72 -0.49  0.152
H: 2.08 1.01 -1.01  0.122
H: 1.04 -2.25 1.37  0.105
H: 3.36 -2.69 1.89  0.147
O: 2.25 -0.86 -2.95  0.206
C: 1.10 -0.70 -3.15  -0.336
C: 0.31 -0.57 -4.45  -0.008
C: -1.13 -0.19 -4.07  -0.003
C: -1.07 -0.25 -2.59  -0.408
O: -1.92 -0.01 -1.66  -0.037
N: 0.09 -0.56 -2.07  0.080
H: 0.37 -1.53 -4.96  0.156
H: 0.80 0.16 -5.08  0.155
H: -1.90 -0.86 -4.46  0.161
H: -1.42 0.82 -4.38  0.161

**LUMO level**: -13.17 eV
**HOMO energy**: -19.232 eV
**Multiplicity**: 1
**Net charge**: +3
**Energy above the lowest of the compared OMol25 structures with the same formula, charge and spin**: 0.0 kcal per mole



Entry 4:
2 unconnected molecules or ions with the total composition C2H2Cl2N2S3, computed with ωB97M-V with the def2-TZVPD basis set.

Each line ends with the Löwdin charge.
CARTESIAN COORDINATES (ANGSTROEM)
S: -2.96 0.38 -1.14  0.666
C: -2.19 1.30 -0.05  -1.287
S: -2.01 2.84 0.65  0.873
C: -0.99 1.27 0.80  -0.995
Cl: -1.05 0.51 2.36  0.603
H: 0.08 1.34 0.28  0.092
S: 1.90 -0.32 -1.56  0.702
N: 1.70 -0.64 0.06  -0.568
N: 1.57 -1.68 0.64  -0.491
Cl: 1.90 -3.25 -0.04  0.492
H: 2.06 -1.77 -2.00  -0.087

**LUMO level**: -0.70 eV
**HOMO energy**: -8.967 eV
**SMILES string**: S=C1S[C@H]1Cl.S/N=N\Cl
**Multiplicity**: 1
**Energy above the lowest of the compared OMol25 structures with the same formula, charge and spin**: 31.9 kcal per mole



Entry 5:
A molecular structure, C34H50BaN11O4PSSi, computed with ωB97M-V with the def2-TZVPD basis set.

Each line ends with the Löwdin charge.
CARTESIAN COORDINATES (ANGSTROEM)
Ba: -1.39 0.52 0.10  1.818
N: 0.99 1.57 1.37  -0.074
C: 1.30 2.74 0.54  -0.286
C: 1.78 2.31 -0.84  -0.207
N: 0.78 1.55 -1.59  -0.125
C: 0.22 2.22 -2.77  -0.219
C: -0.93 3.15 -2.42  -0.264
N: -2.09 2.39 -1.96  -0.075
H: 0.58 1.87 2.25  0.072
H: 1.82 1.02 1.58  0.027
H: 2.05 3.40 0.99  0.116
H: 0.37 3.31 0.45  0.044
H: 2.68 1.70 -0.72  0.106
H: 2.08 3.21 -1.40  0.118
H: 1.18 0.67 -1.89  0.056
H: -0.15 1.44 -3.44  0.114
H: 0.99 2.79 -3.31  0.115
H: -1.15 3.79 -3.29  0.115
H: -0.63 3.82 -1.61  0.080
H: -2.56 1.94 -2.74  0.084
H: -2.75 3.00 -1.48  0.052
O: -3.61 -1.54 -3.24  -0.305
S: -2.57 -1.62 -2.24  0.392
O: -1.42 -0.73 -2.48  -0.489
O: -3.03 -1.48 -0.85  -0.486
C: -1.91 -3.28 -2.35  -0.260
C: -2.66 -4.21 -3.04  -0.051
C: -2.23 -5.53 -3.14  -0.068
C: -1.03 -5.90 -2.56  -0.074
C: -0.27 -4.96 -1.87  -0.076
C: -0.69 -3.64 -1.76  -0.323
P: 0.33 -2.40 -0.84  1.098
C: 1.56 -1.90 -2.10  -0.373
C: 1.42 -2.14 -3.46  -0.061
C: 2.34 -1.63 -4.37  -0.066
C: 3.42 -0.87 -3.93  -0.085
C: 3.56 -0.61 -2.57  -0.104
C: 2.64 -1.12 -1.67  -0.166
C: 1.36 -3.47 0.23  -0.376
C: 2.54 -4.10 -0.16  -0.121
C: 3.26 -4.86 0.75  -0.098
C: 2.82 -4.99 2.06  -0.088
C: 1.65 -4.38 2.46  -0.075
C: 0.92 -3.62 1.55  -0.095
H: -3.59 -3.89 -3.49  0.111
H: -2.83 -6.25 -3.68  0.106
H: -0.68 -6.92 -2.63  0.103
H: 0.66 -5.27 -1.42  0.093
H: 0.57 -2.71 -3.82  0.111
H: 2.21 -1.82 -5.43  0.106
H: 4.13 -0.47 -4.64  0.102
H: 4.38 0.00 -2.22  0.106
H: 2.73 -0.88 -0.61  0.074
H: 2.88 -4.01 -1.18  0.106
H: 4.18 -5.35 0.44  0.100
H: 3.40 -5.58 2.77  0.102
H: 1.29 -4.48 3.47  0.104
H: 0.01 -3.11 1.86  0.087
C: -4.32 -0.44 2.52  -0.044
C: -4.44 1.03 2.18  -0.366
C: -5.66 1.66 2.25  -0.074
C: -5.72 2.99 1.81  -0.085
C: -4.59 3.62 1.37  -0.062
C: -3.33 2.95 1.38  -0.502
N: -3.31 1.64 1.78  -0.028
N: -2.16 3.50 1.00  -0.094
Si: -2.00 5.21 0.85  0.358
C: -2.61 6.14 2.37  -0.177
C: -0.21 5.75 0.68  -0.190
C: -2.84 5.96 -0.67  -0.175
H: -4.58 -0.61 3.57  0.077
H: -3.31 -0.81 2.34  0.035
H: -5.01 -1.03 1.92  0.085
H: -6.54 1.13 2.58  0.100
H: -6.67 3.52 1.81  0.103
H: -4.66 4.63 1.01  0.067
H: -2.09 5.77 3.26  0.029
H: -3.68 6.03 2.55  0.015
H: -2.40 7.20 2.28  0.025
H: 0.41 5.42 1.52  0.025
H: -0.19 6.84 0.67  0.031
H: 0.28 5.42 -0.24  0.013
H: -3.91 5.75 -0.73  0.017
H: -2.38 5.59 -1.60  0.010
H: -2.72 7.05 -0.67  0.027
N: 5.62 -2.33 -0.31  0.201
C: 5.98 -2.62 0.96  -0.513
N: 7.07 -3.41 1.13  0.163
N: 5.38 -2.19 2.04  0.117
C: 4.27 -1.49 1.89  -0.331
N: 3.31 -0.85 1.81  0.161
H: 5.97 -2.88 -1.06  0.116
H: 4.70 -1.93 -0.46  0.061
H: 7.74 -3.50 0.38  0.106
H: 7.42 -3.48 2.07  0.111
N: 0.95 -0.72 3.83  0.182
C: -0.37 -0.80 3.55  -0.658
N: -1.23 -0.78 4.61  0.176
O: -0.79 -0.89 2.40  -0.168
H: 1.28 -0.86 4.77  0.104
H: 1.61 -0.85 3.08  0.037
H: -0.93 -0.37 5.48  0.100
H: -2.19 -0.62 4.37  0.088

**LUMO level**: -0.01 eV
**HOMO energy**: -6.464 eV
**Multiplicity**: 1
**Energy above the lowest of the compared OMol25 structures with the same formula, charge and spin**: 15.4 kcal per mole



Entry 6:
A molecular structure, C15H44N7O9V, computed with ωB97M-V with the def2-TZVPD basis set.

Each line ends with the Löwdin charge.
CARTESIAN COORDINATES (ANGSTROEM)
O: -0.20 -1.21 4.23  -0.189
V: -1.51 -0.38 4.20  1.236
C: -0.47 1.84 0.71  -0.066
C: -1.60 0.89 1.03  -0.396
O: -1.32 -0.07 2.01  -0.340
H: 0.16 1.27 0.03  0.067
H: 0.00 2.26 1.60  0.088
H: -0.73 2.80 0.28  0.046
H: -2.06 0.44 0.15  0.099
H: -2.46 1.47 1.37  0.084
C: -3.39 -2.76 2.97  -0.636
O: -2.73 -2.20 3.87  -0.047
N: -3.17 -2.57 1.69  0.210
N: -4.28 -3.73 3.15  0.188
H: -3.63 -3.13 0.99  0.132
H: -2.48 -1.88 1.44  0.083
H: -4.51 -4.01 4.10  0.126
H: -4.76 -4.25 2.43  0.128
C: 2.54 -1.18 2.14  -0.754
O: 2.52 -0.57 3.20  0.001
N: 1.47 -1.34 1.43  0.184
N: 3.56 -1.95 1.74  0.170
H: 0.63 -0.88 1.74  0.065
H: 1.42 -1.85 0.56  0.081
H: 4.39 -2.06 2.31  0.118
H: 3.34 -2.58 0.99  0.092
C: -4.57 1.00 4.24  -0.646
O: -3.40 0.68 4.08  -0.044
N: -5.50 0.22 4.66  0.201
N: -5.17 2.15 3.79  0.186
H: -5.20 -0.71 4.91  0.131
H: -6.47 0.47 4.82  0.141
H: -4.63 2.82 3.26  0.123
H: -6.15 2.24 4.01  0.115
C: -3.01 5.38 -0.22  -0.086
C: -1.68 5.57 -0.94  -0.302
O: -1.21 6.97 -0.84  -0.076
H: -2.94 5.84 0.76  0.079
H: -3.37 4.35 -0.21  0.066
H: -3.75 5.91 -0.81  0.073
H: -1.64 5.25 -1.98  0.092
H: -1.03 4.93 -0.35  0.078
H: -0.29 6.84 -1.11  0.068
C: -0.12 3.11 -2.65  -0.069
C: 1.14 2.75 -3.46  -0.314
O: 0.87 1.89 -4.54  -0.082
H: -1.00 3.32 -3.25  0.084
H: 0.14 4.03 -2.13  0.054
H: -0.21 2.35 -1.86  0.038
H: 1.95 2.35 -2.85  0.107
H: 1.65 3.63 -3.86  0.108
H: 0.40 2.36 -5.23  0.087
C: 6.62 -4.55 -0.94  -0.157
O: 5.66 -3.56 -1.07  -0.199
C: 5.15 -3.48 -2.48  -0.175
C: 4.51 -2.15 -2.89  -0.213
N: 3.13 -2.16 -2.42  -0.054
C: 2.41 -0.85 -2.46  -0.179
C: 0.86 -0.96 -2.56  -0.142
O: 0.54 -1.65 -1.30  -0.239
C: -0.83 -2.01 -1.33  -0.125
H: 7.59 -4.28 -1.38  0.085
H: 6.44 -5.49 -1.47  0.082
H: 6.66 -4.78 0.12  0.090
H: 4.45 -4.29 -2.65  0.120
H: 6.00 -3.55 -3.16  0.114
H: 4.55 -1.92 -3.96  0.123
H: 5.17 -1.45 -2.39  0.116
H: 2.94 -2.60 -1.53  0.091
H: 2.67 -0.20 -3.30  0.109
H: 2.72 -0.27 -1.59  0.112
H: 0.64 -1.66 -3.36  0.128
H: 0.36 0.01 -2.57  0.102
H: -1.21 -2.25 -0.33  0.061
H: -1.16 -2.80 -2.00  0.093
H: -1.43 -1.14 -1.58  0.076

**LUMO level (alpha / beta)**: -4.54 / -4.23 eV
**HOMO energy (alpha / beta)**: -10.201 / -10.201 eV
**<S²>**: 0.79
**Multiplicity**: 2
**Net charge**: +1
**Energy above the lowest of the compared OMol25 structures with the same formula, charge and spin**: 0.0 kcal per mole



Entry 7:
A molecular structure, C9H15N7OsS2SbSe4, computed with ωB97M-V with the def2-TZVPD basis set.

Each line ends with the Löwdin charge.
CARTESIAN COORDINATES (ANGSTROEM)
Os: -0.10 0.52 0.20  0.924
C: -0.14 -3.93 0.01  0.000
C: -0.47 -2.46 -0.21  -0.312
N: -0.41 -1.55 0.69  -0.248
N: 0.01 -2.04 1.94  -0.025
C: 1.34 -1.70 2.19  -0.847
N: 1.92 -2.19 3.30  0.092
S: 2.23 -0.83 1.06  0.721
C: -0.69 -1.96 -1.56  -0.265
C: -1.11 -2.66 -2.66  -0.020
C: -1.24 -2.06 -3.86  -0.066
C: -0.87 -0.74 -4.00  -0.065
C: -0.49 -0.04 -2.87  -0.152
N: -0.41 -0.67 -1.65  -0.086
H: 0.76 -4.03 0.58  0.066
H: -0.01 -4.36 -0.98  0.072
H: -0.95 -4.45 0.57  0.104
H: -0.62 -1.82 2.73  0.145
H: 1.25 -2.39 4.07  0.130
H: 2.77 -1.78 3.72  0.055
H: -1.36 -3.72 -2.55  0.129
H: -1.52 -2.64 -4.72  0.121
H: -0.79 -0.30 -5.00  0.122
H: -0.15 0.97 -2.93  0.077
N: 0.75 2.32 -0.47  -0.239
N: 0.11 3.52 -0.68  -0.049
C: -1.27 3.52 -0.77  -0.835
N: -1.83 4.74 -0.73  0.147
S: -2.13 2.11 -0.97  0.734
H: 1.47 2.44 0.29  -0.137
H: 1.31 2.15 -1.30  0.116
H: 0.51 4.17 0.01  0.108
H: -1.30 5.55 -0.59  0.106
H: -2.84 4.73 -0.61  0.126
Se: 0.28 3.86 5.06  0.190
Sb: 1.56 2.35 3.58  -0.191
Se: -0.71 1.35 2.36  0.161
Se: 2.41 0.64 4.99  0.023
Se: 2.74 3.40 1.74  0.069

**LUMO level (alpha / beta)**: -4.75 / -5.56 eV
**HOMO energy (alpha / beta)**: -8.458 / -11.158 eV
**<S²>**: 6.04
**Multiplicity**: 5
**Net charge**: +1
**Energy above the lowest of the compared OMol25 structures with the same formula, charge and spin**: 0.0 kcal per mole



Entry 8:
C4H8N2 in the gas phase, computed with ωB97M-V with the def2-TZVPD basis set.

Each line ends with the Löwdin charge.
CARTESIAN COORDINATES (ANGSTROEM)
N: -0.83 -2.05 0.74  -0.021
C: -0.30 -1.53 -0.53  -0.282
C: -0.63 -0.07 -0.52  -0.072
C: 0.18 0.90 -0.12  -0.315
C: 1.42 1.62 -0.16  -0.103
N: 0.13 2.26 0.22  0.043
H: -1.84 -1.87 0.73  0.061
H: -0.48 -1.40 1.44  0.061
H: -0.76 -2.08 -1.36  0.104
H: 0.78 -1.73 -0.56  0.110
H: -1.70 0.16 -0.53  0.110
H: 1.73 1.91 -1.16  0.102
H: 2.22 1.53 0.57  0.099
H: 0.09 2.36 1.24  0.101

**LUMO level**: 1.01 eV
**HOMO energy**: -8.618 eV
**SMILES string**: NC/C=C1\CN1
**Multiplicity**: 1
**Energy above the lowest of the compared OMol25 structures with the same formula, charge and spin**: 58.9 kcal per mole



Computed F_max, in the same sequence as the records: 2.3, 1.2, 0.5, 3.3, 0.3, 5.5, 5.0, 0.5 eV Å⁻¹.